# C41H64BCrIN8O2S

C41H64BCrIN8O2S as an isolated structure (ωB97M-V/def2-TZVPD, the Open Molecules 2025 dataset).

Values from the calculation:
expectation value of S² = 3.78
multiplicity = 4
E_HOMO (alpha / beta) = -8.732 / -8.730 eV
electronic energy = -107606.32441 eV
Kohn-Sham gap (alpha / beta) = 4.96 / 4.84 eV
molar mass = 922.80 g/mol
E_LUMO (alpha / beta) = -3.77 / -3.89 eV
net charge = +1

Geometry as XYZ:
```
119
C41H64BCrIN8O2S (ωB97M-V/def2-TZVPD)
Cr 0.33 -0.47 0.42
C 0.23 -2.43 -2.30
C -1.16 -2.97 -2.00
C -1.18 -4.49 -2.13
C -1.80 -2.51 -0.72
C -2.98 -3.02 -0.18
C -3.31 -2.20 0.89
C -4.43 -2.44 1.86
C -3.87 -2.68 3.26
C -5.55 -1.39 1.88
N -2.37 -1.24 0.97
N -1.42 -1.45 0.01
B -2.25 0.09 1.82
N -1.12 -0.13 2.84
N 0.11 -0.47 2.38
C 0.91 -0.67 3.44
C 0.17 -0.47 4.59
C -1.11 -0.12 4.18
C -2.27 0.27 5.05
C -2.45 -0.74 6.19
C -2.04 1.68 5.61
C 2.37 -1.01 3.39
C 3.19 0.14 3.99
C 2.64 -2.33 4.12
N -1.90 1.24 0.86
N -0.74 1.20 0.11
C -0.73 2.28 -0.68
C -1.85 3.04 -0.41
C -2.56 2.38 0.57
C -3.86 2.85 1.15
C -5.03 2.00 0.66
C -3.83 3.04 2.67
C 0.26 2.65 -1.75
C 1.11 1.52 -2.33
C 1.10 3.85 -1.32
H 1.01 -3.02 -1.82
H 0.34 -1.38 -2.01
H 0.41 -2.45 -3.37
H -1.82 -2.55 -2.78
H -0.65 -4.95 -1.29
H -0.69 -4.80 -3.05
H -2.19 -4.89 -2.14
H -3.55 -3.86 -0.52
H -4.88 -3.37 1.51
H -3.36 -1.79 3.63
H -3.16 -3.51 3.27
H -4.68 -2.92 3.96
H -5.22 -0.45 2.31
H -6.37 -1.77 2.50
H -5.94 -1.20 0.88
H -3.28 0.29 2.36
H 0.52 -0.53 5.60
H -3.17 0.27 4.44
H -1.60 -0.70 6.87
H -2.54 -1.76 5.82
H -3.34 -0.49 6.76
H -1.11 1.72 6.17
H -2.86 1.94 6.28
H -1.97 2.42 4.82
H 2.67 -1.13 2.36
H 3.01 0.21 5.07
H 2.90 1.10 3.56
H 4.25 -0.03 3.84
H 2.39 -2.25 5.17
H 3.70 -2.59 4.04
H 2.05 -3.15 3.70
H -2.12 3.98 -0.87
H -3.98 3.84 0.72
H -4.88 0.94 0.89
H -5.16 2.09 -0.42
H -5.96 2.31 1.14
H -3.82 2.09 3.21
H -4.73 3.58 2.98
H -2.95 3.61 2.97
H -0.39 2.99 -2.57
H 0.60 0.56 -2.29
H 2.08 1.42 -1.83
H 1.32 1.71 -3.38
H 1.65 3.65 -0.41
H 0.47 4.72 -1.12
H 1.80 4.12 -2.11
O 7.01 0.27 -0.86
C 6.21 1.41 -0.64
C 4.83 0.98 -0.24
C 3.95 1.87 0.34
C 2.65 1.47 0.64
N 2.25 0.22 0.41
C 3.14 -0.69 -0.05
C 4.42 -0.34 -0.42
C 2.67 -2.10 0.06
C 3.48 -3.20 -0.12
C 2.98 -4.46 0.19
C 3.87 -5.68 0.05
O 4.88 -5.51 -0.92
C 1.68 -4.56 0.68
C 0.92 -3.42 0.80
N 1.40 -2.22 0.48
H 7.91 0.54 -1.03
H 6.12 2.02 -1.55
H 6.63 2.06 0.14
H 4.24 2.89 0.57
H 1.96 2.17 1.12
H 5.12 -1.07 -0.79
H 4.50 -3.10 -0.46
H 3.26 -6.57 -0.13
H 4.38 -5.83 1.01
H 4.50 -5.63 -1.79
H 1.26 -5.52 0.95
H -0.11 -3.45 1.15
C -3.66 -0.15 -3.65
S -1.99 0.35 -3.19
C -1.18 0.08 -4.78
H -3.67 -1.19 -3.99
H -4.05 0.49 -4.43
H -4.29 -0.06 -2.77
H -1.60 0.73 -5.54
H -1.27 -0.96 -5.09
H -0.12 0.32 -4.66
I 0.46 3.21 2.89
```